One molecule with the formula C19H24N4O2, computed with the ωB97M-V functional and the def2-TZVPD basis.

Each line ends with the natural charge from an NBO analysis.
CARTESIAN COORDINATES (ANGSTROEM)
C (7.3242, -0.3698, -0.4858)  -0.64
C (6.3698, -1.5432, -0.6882)  -0.06
O (5.4238, -1.6627, 0.3543)  -0.49
C (4.3706, -0.8029, 0.4199)  0.30
C (4.0303, 0.1401, -0.5449)  -0.27
C (2.9109, 0.9358, -0.3699)  -0.19
C (2.1160, 0.8136, 0.7609)  -0.16
C (0.9588, 1.7362, 0.9921)  0.68
O (1.0113, 2.6148, 1.8338)  -0.62
N (-0.1166, 1.5611, 0.1887)  -0.44
C (-0.3151, 0.4510, -0.7091)  -0.22
C (-1.4656, -0.4341, -0.2270)  -0.43
C (-2.7743, 0.3660, -0.0327)  0.10
C (-2.4712, 1.5738, 0.8714)  -0.40
C (-1.2886, 2.3931, 0.3622)  -0.23
N (-3.3817, 0.8417, -1.2751)  -0.64
C (-4.1056, -0.1415, -2.0584)  -0.20
C (-5.3842, -0.5518, -1.3144)  -0.44
C (-4.9562, -0.9065, 0.0597)  0.10
N (-5.5890, -1.6825, 0.9929)  -0.52
C (-4.7716, -1.7176, 2.0789)  0.17
N (-3.6826, -1.0276, 1.8964)  -0.46
C (-3.7839, -0.5102, 0.6387)  0.08
C (2.4669, -0.1180, 1.7325)  -0.16
C (3.5726, -0.9218, 1.5603)  -0.25
H (7.8390, -0.4751, 0.4658)  0.22
H (6.7841, 0.5738, -0.4795)  0.21
H (8.0592, -0.3521, -1.2860)  0.21
H (6.9271, -2.4839, -0.6549)  0.19
H (5.8688, -1.4763, -1.6623)  0.17
H (4.6226, 0.2692, -1.4373)  0.21
H (2.6603, 1.6695, -1.1230)  0.21
H (-0.5359, 0.8463, -1.7107)  0.18
H (0.6003, -0.1390, -0.7723)  0.23
H (-1.6256, -1.2440, -0.9422)  0.21
H (-1.2047, -0.8776, 0.7345)  0.23
H (-2.2519, 1.1950, 1.8700)  0.23
H (-3.3574, 2.2059, 0.9231)  0.22
H (-1.5353, 2.8637, -0.5965)  0.18
H (-1.0293, 3.1715, 1.0821)  0.25
H (-2.6819, 1.2984, -1.8467)  0.36
H (-4.3640, 0.3173, -3.0155)  0.20
H (-3.5132, -1.0504, -2.2640)  0.16
H (-6.0804, 0.2913, -1.2917)  0.22
H (-5.8706, -1.3901, -1.8186)  0.21
H (-6.4845, -2.1306, 0.8902)  0.42
H (-5.0104, -2.2575, 2.9727)  0.19
H (1.8648, -0.2079, 2.6238)  0.22
H (3.8499, -1.6543, 2.3018)  0.23

Output
relative energy (zero: lowest compared OMol25 entry of this formula, charge and spin) = 0.674 eV
largest force on an atom = 0.78 eV Å⁻¹
gap between HOMO and LUMO = 0.333 Ha
SMILES string = CCOc1ccc(C(=O)N2CCC3(CC2)NCCc2[nH]cnc23)cc1
LUMO = 0.76 eV